16
Properties=species:S:1:pos:R:3 method="wB97M-V/def2-TZVPD" homo_ev=-7.4 orbital_gap_ev=8.5 total_charge=0 e_above_lowest_kj_mol=419.4
C 2.533 -0.248 0.058
O 1.265 -0.644 0.556
C 0.266 -0.509 -0.332
C -0.864 1.230 0.020
C -1.928 0.172 -0.208
C -1.059 -1.021 0.194
H 2.573 0.845 -0.047
H 2.726 -0.709 -0.916
H 3.279 -0.567 0.789
H 0.134 0.587 -0.809
H -0.590 1.379 1.067
H -0.931 2.174 -0.529
H -2.174 0.118 -1.275
H -2.862 0.290 0.350
H -1.030 -1.097 1.291
H -1.337 -2.002 -0.210

***

16
Properties=species:S:1:pos:R:3 method="wB97M-V/def2-TZVPD" homo_ev=-8.6 orbital_gap_ev=9.3 total_charge=0 smiles="S=C1NCC[C@@]12CN2" e_above_lowest_kj_mol=200.2
S -0.494 1.306 -2.438
C -0.343 0.827 -0.851
N -0.757 1.501 0.268
C -0.296 0.948 1.524
C 0.593 -0.246 0.959
C 0.186 -0.461 -0.389
C -0.284 -1.677 -0.926
N 1.126 -1.299 -1.130
H -1.216 2.454 0.097
H 0.441 1.783 1.993
H -1.172 0.821 2.310
H 0.630 -1.148 1.583
H 1.657 0.166 1.074
H -0.339 -2.516 -0.234
H -1.034 -1.483 -1.771
H 1.303 -0.976 -2.067

***

13
Properties=species:S:1:pos:R:3 method="wB97M-V/def2-TZVPD" homo_ev="0.0 / -4.0" orbital_gap_ev="3.8 / 7.7" total_charge=-1 e_above_lowest_kj_mol=61.9 multiplicity=2
O 0.850 0.553 -0.994
C 0.796 0.095 0.208
N 0.055 -1.002 0.588
C -1.282 -1.297 0.224
N -1.763 -0.527 -0.804
O -1.761 -2.320 0.705
H 1.206 0.775 1.021
H 0.507 -1.564 1.288
H -1.135 0.177 -1.173
H -2.677 -0.672 -1.186
H 2.545 4.107 0.508
H 1.565 2.929 0.327
O 2.400 3.300 0.004

***

76
Properties=species:S:1:pos:R:3 method="wB97M-V/def2-TZVPD" homo_ev=-16.3 orbital_gap_ev=6.2 total_charge=+3 e_above_lowest_kj_mol=223.3
Re 0.065 -0.689 0.929
O -2.584 -1.665 -1.537
C -1.895 -1.985 -0.614
O -1.589 -1.232 0.408
C -1.121 -3.313 -0.545
P 0.616 -2.754 -0.337
C 1.195 -2.215 -1.956
C 2.576 -1.742 -2.008
C 3.106 -1.304 -3.151
C 2.287 -1.038 -4.369
C 0.811 -1.509 -4.292
C 0.402 -2.203 -3.042
C 1.527 -4.188 0.264
C 2.643 -4.675 -0.418
C 3.189 -5.888 -0.038
C 2.635 -6.618 1.005
C 1.543 -6.118 1.706
C 0.994 -4.904 1.343
H -1.252 -3.943 -1.429
H -1.450 -3.884 0.328
H 3.161 -1.833 -1.101
H 4.155 -1.058 -3.215
H 2.820 -1.367 -5.263
H 0.470 -2.038 -5.181
H -0.602 -2.604 -3.047
H 3.048 -4.136 -1.260
H 4.042 -6.276 -0.573
H 3.035 -7.587 1.261
H 1.112 -6.683 2.521
H 0.131 -4.523 1.874
I 2.574 1.949 -0.300
C 1.691 1.213 -2.218
C 2.345 1.304 -3.366
C 1.795 0.452 -4.467
C 0.327 -0.018 -4.270
C -0.262 0.329 -2.945
N 0.432 0.790 -1.979
H 3.281 1.817 -3.522
H 1.998 0.902 -5.438
H -0.374 0.241 -5.065
H -1.315 0.140 -2.771
C 1.477 0.521 0.711
Ge 1.561 1.989 3.033
C 0.118 3.278 2.616
C 0.426 4.451 1.924
C -0.564 5.392 1.704
C -1.859 5.160 2.147
C -2.166 3.993 2.834
C -1.182 3.050 3.070
C 3.458 2.506 3.338
C 3.789 3.849 3.527
C 5.079 4.174 3.915
C 6.028 3.178 4.098
C 5.695 1.844 3.900
C 4.410 1.504 3.519
C 0.916 0.274 3.912
C 0.972 -0.999 3.267
C 0.391 -2.108 3.930
C -0.217 -1.964 5.164
C -0.215 -0.726 5.799
C 0.341 0.385 5.167
H 1.432 4.625 1.560
H -0.324 6.308 1.188
H -2.633 5.887 1.953
H -3.173 3.822 3.185
H -1.419 2.148 3.619
H 3.050 4.630 3.402
H 5.338 5.208 4.085
H 7.031 3.440 4.401
H 6.431 1.070 4.057
H 4.142 0.466 3.368
H 1.868 -1.227 2.657
H 0.491 -3.093 3.496
H -0.654 -2.818 5.660
H -0.638 -0.623 6.788
H 0.355 1.341 5.679

***

99
Properties=species:S:1:pos:R:3 method="wB97M-V/def2-TZVPD" homo_ev=-11.3 orbital_gap_ev=8.4 total_charge=+1
C -4.673 -0.061 -0.681
O -3.374 -0.246 -1.261
B -2.260 0.108 -0.567
O -1.954 -0.404 0.669
N -1.252 1.050 -1.173
C -1.779 2.423 -1.362
C -0.417 0.533 -2.107
N -0.726 -0.486 -2.981
C -1.945 -0.239 -3.798
C -2.954 -1.374 -3.949
C -2.663 -2.366 -5.073
F -2.135 -1.705 -6.177
C -0.477 -1.894 -2.569
C 0.823 -2.115 -1.819
C 0.807 -3.434 -1.034
C 1.835 -3.443 0.097
N 3.143 -3.927 -0.359
C 3.108 -5.380 -0.677
C 4.122 -3.710 0.649
C 5.550 -3.833 0.189
O 3.828 -3.414 1.784
N 0.793 1.087 -2.220
O 1.132 2.054 -1.299
C 1.423 3.325 -1.948
C 1.466 4.391 -0.849
N 2.813 4.906 -0.643
C 3.348 4.864 0.717
C 4.488 3.855 0.843
C 4.932 3.692 2.295
O 4.125 2.601 0.264
C 1.783 0.790 -3.217
I 1.184 1.249 -5.156
C 3.003 0.366 -2.862
C 3.461 0.108 -1.458
I 4.487 0.022 -4.249
H -5.359 -0.742 -1.181
H -4.660 -0.299 0.383
H -4.996 0.968 -0.834
H -2.373 0.069 1.406
H -2.753 2.495 -0.877
H -1.864 2.677 -2.419
H -1.128 3.149 -0.873
H -1.604 0.059 -4.791
H -2.469 0.625 -3.385
H -3.138 -1.909 -3.016
H -3.900 -0.884 -4.198
H -1.982 -3.167 -4.779
H -3.594 -2.845 -5.386
H -1.300 -2.234 -1.927
H -0.473 -2.490 -3.481
H 1.639 -2.176 -2.539
H 0.999 -1.320 -1.096
H 0.965 -4.276 -1.711
H -0.178 -3.567 -0.574
H 1.958 -2.435 0.499
H 1.465 -4.048 0.933
H 2.197 -5.825 -0.273
H 3.107 -5.537 -1.757
H 3.971 -5.891 -0.254
H 6.028 -4.653 0.730
H 5.617 -4.013 -0.881
H 6.057 -2.905 0.451
H 0.644 3.511 -2.691
H 2.409 3.272 -2.409
H 1.082 3.939 0.072
H 0.777 5.195 -1.122
H 2.855 5.857 -0.974
H 3.756 5.848 0.966
H 2.578 4.649 1.470
H 5.333 4.217 0.253
H 4.385 2.875 2.777
H 5.991 3.442 2.354
H 4.769 4.604 2.872
H 3.618 2.112 0.921
H 4.350 0.705 -1.252
H 3.742 -0.945 -1.357
H 2.696 0.347 -0.722
N -3.648 2.027 2.373
C -4.874 1.650 2.743
C -5.400 1.850 4.006
C -4.614 2.494 4.946
C -3.340 2.903 4.580
C -2.903 2.645 3.291
H -5.454 1.143 1.979
H -6.394 1.501 4.243
H -4.983 2.668 5.948
H -2.691 3.407 5.283
H -1.911 2.947 2.975
N -4.152 -1.378 4.506
C -3.424 -1.561 3.413
C -2.179 -2.153 3.426
C -1.667 -2.642 4.618
C -2.435 -2.481 5.763
C -3.660 -1.828 5.657
H -3.853 -1.190 2.487
H -1.626 -2.247 2.501
H -0.695 -3.114 4.657
H -2.086 -2.829 6.726
H -4.272 -1.660 6.535

***

15
Properties=species:S:1:pos:R:3 method="wB97M-V/def2-TZVPD" homo_ev=-8.2 orbital_gap_ev=8.6 total_charge=0 e_above_lowest_kj_mol=547.6
C -0.057 1.853 -0.336
C 0.104 0.717 0.719
C -1.130 -1.594 0.058
C 1.337 -0.964 -0.364
H 0.799 1.910 -0.955
H -0.965 1.605 -1.005
H -0.344 3.069 -0.064
H 1.028 1.046 1.053
H -0.860 0.902 1.268
H -2.458 -1.018 0.137
H -1.198 -2.486 1.134
H -0.775 -2.142 -1.038
H 1.709 -1.992 -0.786
N 0.059 -0.646 0.022
S 2.751 -0.261 0.158

***

7
Properties=species:S:1:pos:R:3 method="wB97M-V/def2-TZVPD" homo_ev="-3.0 / -3.0" orbital_gap_ev="6.3 / 6.3" total_charge=-1 smiles=CN([O-])I e_above_lowest_kj_mol=433.6
C 0.273 -0.171 0.096
N 1.494 -0.741 0.581
O 1.567 -2.161 -0.214
I 3.229 0.446 0.046
H 0.203 0.000 -1.091
H -0.553 -0.760 0.632
H 0.049 0.771 0.482

***

9
Properties=species:S:1:pos:R:3 method="wB97M-V/def2-TZVPD" homo_ev=-9.3 orbital_gap_ev=9.0 total_charge=0 smiles="C=C=N.O=P" e_above_lowest_kj_mol=228.6
C 1.692 -0.056 -0.544
C 0.442 -0.257 -0.178
N -0.694 -0.350 0.260
H 1.722 0.078 -1.740
H 2.527 0.005 0.153
H -1.154 -1.199 -0.095
O -4.007 -0.426 -0.860
P -3.477 0.310 0.292
H -3.326 -0.828 1.102

***

14
Properties=species:S:1:pos:R:3 method="wB97M-V/def2-TZVPD" homo_ev=-14.8 orbital_gap_ev=8.1 total_charge=+1 e_above_lowest_kj_mol=240.9
C -1.344 0.227 -0.718
C -1.052 -0.408 1.278
C 1.111 -0.175 -1.469
N -2.025 0.019 0.346
N -0.010 -0.227 -0.555
N 0.196 -0.541 0.677
Br 1.776 1.896 1.615
H -1.605 0.288 -1.775
H -1.072 0.386 1.976
H -1.394 -1.286 1.887
H 1.712 0.686 -1.483
H 1.602 -1.032 -1.156
H 0.600 -0.366 -2.501
H 1.505 0.535 1.876

***

60
Properties=species:S:1:pos:R:3 method="wB97M-V/def2-TZVPD" homo_ev=-10.9 orbital_gap_ev=7.1 total_charge=+1 smiles="C[C@H](O)C[C@@]1(P(O)O)[N@H+](S(C)(=O)=O)[C@@H](Cl)[C@@H](C[C@H](O)CN)C[C@@]1(Cl)c1ccccc1"
C -2.947 0.263 -2.018
C -1.330 0.550 -2.145
O -0.883 -0.584 -2.960
C -0.828 0.528 -0.641
C 0.695 1.049 -0.323
P 1.438 1.424 -2.007
O 0.929 2.845 -2.786
O 3.107 1.306 -2.176
N 0.616 2.154 0.718
S 1.706 3.531 0.569
C 0.853 4.920 -0.389
O 3.076 3.298 0.041
O 1.978 4.240 1.898
C 0.491 1.727 2.151
Cl -0.706 2.920 2.943
C 0.045 0.251 2.516
C -1.513 -0.062 2.667
C -1.829 -1.570 3.223
O -0.728 -2.152 3.951
C -2.376 -2.480 1.998
N -3.839 -2.154 1.759
C 0.864 -0.849 1.624
C 1.520 -0.239 0.268
Cl 3.238 0.228 0.840
C 1.719 -1.446 -0.751
C 3.065 -1.717 -1.527
C 3.289 -2.918 -2.482
C 2.181 -3.966 -2.753
C 0.848 -3.749 -2.005
C 0.640 -2.554 -1.056
H -3.404 -0.027 -3.023
H -3.155 -0.506 -1.184
H -3.408 1.270 -1.719
H -1.305 1.545 -2.696
H -1.023 -0.330 -3.906
H -1.000 -0.554 -0.280
H -1.629 1.126 -0.052
H 0.081 3.217 -2.466
H 3.326 1.241 -3.132
H -0.302 2.634 0.522
H 1.328 5.050 -1.434
H -0.273 4.688 -0.443
H 0.958 5.924 0.136
H 1.548 1.830 2.614
H 0.463 0.073 3.584
H -2.136 0.026 1.717
H -2.054 0.592 3.452
H -2.715 -1.525 3.968
H -0.668 -3.104 3.687
H -1.857 -2.216 0.995
H -2.239 -3.601 2.162
H -4.157 -1.413 2.398
H -3.916 -1.728 0.814
H 1.720 -1.287 2.264
H 0.164 -1.723 1.425
H 3.978 -1.020 -1.429
H 4.309 -3.071 -2.992
H 2.413 -4.845 -3.444
H 0.014 -4.529 -2.150
H -0.386 -2.532 -0.529

***

13
Properties=species:S:1:pos:R:3 method="wB97M-V/def2-TZVPD" homo_ev=-8.4 orbital_gap_ev=8.5 total_charge=0 smiles="C=NNCC(=S)S" e_above_lowest_kj_mol=398.7
C -3.527 0.090 -0.594
N -2.354 -0.657 -0.375
N -1.428 -0.193 0.732
C -0.159 -0.853 0.703
C 1.016 -0.145 -0.013
S 2.339 -0.880 -0.350
S 0.947 1.635 -0.037
H -4.163 0.860 0.120
H -3.987 -0.229 -1.612
H -1.681 -0.167 1.772
H 0.179 -0.796 1.718
H -0.168 -1.900 0.390
H -0.261 1.548 0.743

***

8
Properties=species:S:1:pos:R:3 method="wB97M-V/def2-TZVPD" homo_ev=0.5 orbital_gap_ev=3.2 total_charge=-2 e_above_lowest_kj_mol=106.2
Y -10.195 -16.873 -3.086
P -12.794 -18.267 -4.817
O -13.389 -17.633 -6.049
O -13.323 -19.594 -4.279
O -12.252 -17.333 -3.641
O -11.330 -18.800 -5.281
Cl -11.669 -15.846 -0.843
Cl -10.367 -19.483 -2.102